(1)
Here is one molecule with the formula C5H11N from the Open Molecules 2025 dataset. Energies are from ωB97M-V/def2-TZVPD.

Structure (XYZ):
```
17
Properties=species:S:1:pos:R:3:nbo_charge:R:1
C -1.87475 1.08983 -0.31307 -0.62
C -1.46042 -0.37585 -0.19123 -0.22
N -0.05846 -0.57115 -0.54129 -0.41
C 0.65224 -1.55866 0.25511 -0.26
C 0.90344 -0.10852 0.44246 -0.09
C 2.14758 0.56476 -0.07987 -0.61
H -2.70887 1.31085 0.35938 0.21
H -1.04466 1.74812 -0.03608 0.21
H -2.17828 1.34917 -1.33005 0.21
H -1.66238 -0.73069 0.83540 0.16
H -2.06090 -0.99926 -0.86440 0.20
H 0.09123 -2.07461 1.03642 0.19
H 1.37471 -2.17826 -0.27235 0.20
H 0.48381 0.32533 1.35493 0.19
H 2.93508 0.58176 0.68175 0.21
H 1.93734 1.59767 -0.37975 0.21
H 2.52331 0.02951 -0.95738 0.22
```

The total energy is -6852.3822 eV. For the energy above the lowest of the compared OMol25 structures with the same formula, charge and spin, the calculation gives 110.6 kJ/mol. As for the net charge: 0. For the HOMO-LUMO gap, the calculation gives 0.3805 hartree. The SMILES is CCN1C[C@H]1C.

---

(2)
Here is an isolated ion of composition C8H13FN3 and charge +1 in a non-equilibrium geometry from the Open Molecules 2025 dataset. Energies are from ωB97M-V/def2-TZVPD.

Structure (XYZ):
```
25
Properties=species:S:1:pos:R:3:nbo_charge:R:1
C 2.26434 -1.27315 -0.32246 -0.31
C 2.40620 -1.56125 -1.76044 0.01
C 1.02108 -0.68842 -0.23766 0.15
C -1.24620 0.14805 -0.14323 -0.08
C -0.62289 0.07176 -1.84870 0.41
C 0.01328 0.03289 0.70251 -0.11
C 0.56537 1.44950 1.04004 -0.59
C -0.29611 -0.79097 1.88085 -0.60
N 1.44432 -1.09816 -2.47393 -0.22
N 0.52128 -0.74258 -1.55744 -0.26
N -2.16949 1.25735 0.26179 -0.71
F -1.61731 -0.45394 -2.56853 -0.32
H 3.00067 -1.50594 0.39181 0.25
H 3.13783 -2.24679 -2.10763 0.22
H -1.80533 -0.79240 -0.19854 0.25
H -0.31447 1.02145 -2.36404 0.18
H -0.18396 2.00898 1.63879 0.17
H 0.78801 1.95665 0.11349 0.23
H 1.45117 1.28207 1.70633 0.27
H -0.08989 -1.78562 1.60916 0.25
H -1.36861 -0.50194 2.08612 0.18
H 0.13847 -0.56847 2.87523 0.25
H -2.92053 1.00491 0.84247 0.44
H -2.45229 1.84301 -0.57465 0.47
H -1.66494 1.93299 1.00867 0.46
```

The total energy is -15685.2893 eV. For the energy above the lowest of the compared OMol25 structures with the same formula, charge and spin, the calculation gives 328.8 kJ/mol. As for the net charge: +1. For the HOMO-LUMO gap, the calculation gives 0.3333 hartree. The SMILES is CC1(C)c2ccnn2[C@@H](F)[C@@H]1[NH3+].

---

(3)
Here is a 9-piece molecular cluster, C22H40Br14O6 overall in a non-equilibrium geometry from the Open Molecules 2025 dataset. Energies are from ωB97M-V/def2-TZVPD.

Structure (XYZ):
```
82
Properties=species:S:1:pos:R:3:mulliken_charge:R:1
C 6.13519 1.40066 0.25473 -1.23
C 5.86821 0.96884 1.70718 0.29
C 4.66581 0.03323 1.88109 0.51
O 5.13082 -0.91998 2.82495 -0.19
C 6.45651 -0.86120 2.90975 0.58
O 7.11769 -1.63282 3.55250 -0.60
O 6.94642 0.14229 2.19420 -0.36
H 5.21271 1.81865 -0.14984 0.33
H 6.41257 0.48707 -0.26593 0.32
H 6.89564 2.17690 0.25093 0.36
H 5.90431 1.80375 2.41149 0.30
H 4.39906 -0.44258 0.93714 -0.36
H 3.81820 0.58961 2.27699 0.03
C -5.95806 3.18443 -4.39129 -1.39
C -4.87332 2.12002 -4.44777 0.44
C -3.67493 2.53415 -5.32003 -0.49
O -2.56403 2.22084 -4.52400 -0.31
C -2.93704 1.79694 -3.31521 0.59
O -2.19408 1.27763 -2.53283 -0.46
O -4.26019 1.97607 -3.15654 -0.20
H -5.48018 4.08394 -4.00196 0.33
H -6.84082 2.87789 -3.83781 0.30
H -6.26595 3.42946 -5.41071 0.40
H -5.26094 1.17063 -4.81977 0.27
H -3.63641 3.60424 -5.53515 0.32
H -3.68869 1.93907 -6.23287 0.26
Br -1.53535 -6.81076 -1.00139 -0.18
C -1.39600 -4.97241 -0.23807 -0.24
C -2.28132 -4.00421 -1.01297 -0.76
Br -2.14173 -2.25993 -0.14641 -0.05
H -0.38058 -4.59104 -0.21103 0.23
H -1.83227 -5.01741 0.75773 0.16
H -3.32298 -4.29414 -1.12500 0.48
H -1.92941 -3.90941 -2.04118 0.37
Br -0.69810 0.01191 2.67617 -0.15
C 0.68600 0.20980 1.25208 -0.40
C 0.00318 0.90029 0.11129 0.19
Br 1.03740 0.88571 -1.56586 -0.18
H 0.95515 -0.80492 0.98843 0.25
H 1.41182 0.86074 1.72608 0.27
H -0.27949 1.91909 0.34846 0.04
H -0.89864 0.36702 -0.17952 -0.05
Br 2.22505 -2.32652 2.88416 -0.15
C 3.42091 -3.86937 2.77475 -0.60
C 2.91789 -4.95939 3.72626 -0.61
Br 4.22926 -6.35967 3.75365 -0.17
H 4.38867 -3.47958 3.07376 0.35
H 3.38971 -4.27458 1.76715 0.43
H 2.00155 -5.38950 3.33644 0.36
H 2.83731 -4.53915 4.72375 0.42
Br 2.23495 5.49371 0.12017 -0.17
C 1.05475 4.76803 -1.26351 -0.21
C 0.36908 5.95978 -1.92769 -0.55
Br -0.95795 5.31218 -3.17227 -0.17
H 0.36900 4.06564 -0.80073 -0.16
H 1.64951 4.18960 -1.96733 0.44
H 1.08448 6.61460 -2.41466 0.42
H -0.16064 6.51660 -1.15849 0.36
Br 0.85089 -2.64014 -2.53544 -0.16
C 2.78768 -2.78705 -2.51642 -0.60
C 3.26074 -2.42156 -1.11408 0.06
Br 5.23265 -2.51782 -1.05182 -0.15
H 3.16003 -2.05872 -3.23061 0.39
H 3.02815 -3.80113 -2.81454 0.43
H 2.89373 -3.11278 -0.36063 0.07
H 2.99654 -1.40290 -0.84704 -0.05
Br -6.19085 3.16167 -0.41383 -0.19
C -4.65487 4.10105 0.37621 -0.62
C -3.42134 3.22412 0.32162 -0.03
Br -1.87725 4.22564 0.95843 -0.16
H -4.85809 4.42271 1.39311 0.42
H -4.44768 4.96528 -0.25119 0.37
H -3.17343 2.90399 -0.68791 -0.19
H -3.50768 2.31121 0.90791 0.41
Br -3.92686 -4.53092 2.81439 -0.17
C -4.10622 -3.10709 4.12102 -0.67
C -2.78997 -2.51087 4.58869 -0.14
Br -3.16720 -1.08968 5.84083 -0.14
H -4.65427 -3.49279 4.97748 0.40
H -4.74695 -2.38693 3.61756 0.38
H -2.20293 -2.12794 3.76012 -0.01
H -2.26450 -3.31978 5.09269 0.34
```

The total energy is -1016344.4820 eV. As for the net charge: 0. For the HOMO-LUMO gap, the calculation gives 0.3730 hartree. The SMILES is C[C@H]1COC(=O)O1.C[C@H]1COC(=O)O1.BrCCBr.BrCCBr.BrCCBr.BrCCBr.BrCCBr.BrCCBr.BrCCBr.

---

no.,HOMO (hartree)
1,-0.3333
2,-0.4757
3,-0.3643